7
Properties=species:S:1:pos:R:3:forces:R:3 method="wB97M-V/def2-TZVPD" smiles=N#CC(S)(Cl)Cl homo_ev=-10.63 de_lowest_kj_mol=52.7 charge=0
Cl -1.1421 1.4744 -0.7188 0.0 0.4 -0.3
C -0.0660 0.4538 0.2221 -1.6 0.0 2.3
C -0.4783 -0.9044 0.0314 -1.8 -2.9 -1.4
N -0.9080 -1.9272 -0.3317 1.0 1.8 1.0
Cl -0.4825 0.7460 2.0466 0.7 0.1 -1.2
H 1.4346 -0.3745 -1.1450 0.7 0.9 0.8
S 1.6423 0.5319 -0.1046 1.0 -0.4 -1.1